(1)
Entry from OMol25: a structure of composition C4H12CrO7 (ωB97M-V/def2-TZVPD).

The value obtained for the gap between HOMO and LUMO (alpha / beta) is 6.99 / 8.76 eV. The value obtained for the HOMO energy (alpha / beta) is -14.06 / -14.06 eV. As for the spin multiplicity: 4. As for the total charge: +1. The calculation puts the LUMO energy (alpha / beta) at -0.2599 / -0.1946 Eh. As for the expectation value of S²: 3.82.

Geometry (Å):
Cr: 4.0057 -10.2975 -4.1989
C: 6.2232 -13.8040 -4.5907
C: 5.3514 -12.5337 -4.3759
O: 5.5997 -11.7085 -3.4636
O: 4.4630 -12.1323 -5.1826
H: 6.8912 -14.0765 -3.8008
H: 6.8017 -13.4877 -5.5009
H: 5.6312 -14.7329 -4.8519
C: 1.9536 -6.9859 -3.8480
C: 2.8328 -8.1775 -4.1081
O: 3.7024 -8.5910 -3.2221
O: 2.5085 -8.9469 -4.9959
H: 2.1233 -6.4458 -2.9495
H: 0.9073 -7.2871 -3.7241
H: 1.7667 -6.2658 -4.7202
O: 0.2190 -9.6273 -1.5174
H: -0.4767 -9.7401 -2.2102
H: 0.6839 -10.4958 -1.4029
O: 5.5455 -9.7790 -5.6677
H: 5.5823 -10.7298 -6.0326
H: 6.5146 -9.5879 -5.4548
O: 1.6544 -12.0897 -3.3022
H: 1.4724 -12.8938 -2.7684
H: 1.9859 -12.4210 -4.1614

***

(2)
Entry from OMol25: a cluster of 4 separate species, C12H25Cl in total (ωB97M-V/def2-TZVPD).

The value obtained for the gap between HOMO and LUMO is 10.66 eV. The value obtained for the HOMO energy is -10.17 eV. As for the spin multiplicity: 1. As for the total charge: 0. The calculation puts the LUMO energy at 0.0180 Eh.

Geometry (Å):
C: -3.9831 2.5347 0.6222
C: -4.4707 1.0783 0.2726
C: -3.2740 0.1270 0.1729
C: -2.3787 0.3346 -1.0975
C: -1.5454 -0.7951 -1.4472
C: -0.4101 -1.2037 -0.4438
C: 0.4521 -0.2527 0.1830
C: 1.3404 -0.7987 1.3090
C: 2.5868 -1.6745 0.8901
C: 3.4022 -1.4121 -0.3526
C: 4.3398 -0.2232 -0.1228
C: 3.8778 1.2801 -0.4596
H: -4.1078 2.5438 2.1338
H: -2.4835 2.6924 0.2183
H: -4.9825 3.3793 -0.1318
H: -5.0225 0.7713 1.1828
H: -5.1366 1.0215 -0.6827
H: -2.7066 0.0250 1.0581
H: -3.8533 -0.8265 0.0786
H: -2.9620 0.5179 -1.9216
H: -2.0239 1.3686 -0.9739
H: -1.2328 -0.6431 -2.6541
H: -2.2818 -1.5676 -1.5435
H: 0.1698 -2.0283 -0.7236
H: -1.0515 -1.5681 0.3634
H: -0.2185 0.4851 0.6687
H: 1.0884 0.1890 -0.5541
H: 0.8544 -1.5652 2.1225
H: 1.6322 0.0827 2.1697
H: 3.3571 -1.7235 1.7098
H: 2.2309 -2.6662 0.7641
H: 2.9398 -1.5317 -1.3829
H: 3.9837 -2.4062 -0.3707
H: 4.7660 -0.2662 0.8923
H: 5.2872 -0.4642 -0.5729
H: 3.4245 1.3398 -1.4094
H: 3.1526 1.5110 0.2050
Cl: 5.2396 2.3349 -0.1724

***

(3)
Entry from OMol25: a cluster of 9 separate species, C15H45O11 in total (ωB97M-V/def2-TZVPD).

The value obtained for the gap between HOMO and LUMO is 9.21 eV. The value obtained for the HOMO energy is -6.65 eV. As for the spin multiplicity: 1. As for the total charge: -1. Its relative energy (zero: lowest compared OMol25 entry of this formula, charge and spin) is 0.879 eV. The calculation puts the LUMO energy at 0.0942 Eh.

Geometry (Å):
C: 0.2807 -0.2237 0.4263
O: 0.8487 -0.6147 1.4843
O: -1.0633 -0.6467 0.2393
O: 0.7157 0.6753 -0.2777
H: -1.2633 -1.5657 0.8653
C: 3.7647 -0.0437 -1.9437
O: 2.4587 -0.7557 -1.9847
H: 4.6577 -0.8107 -1.9947
H: 3.8257 0.7013 -1.1227
H: 3.8067 0.5053 -2.8247
H: 2.0427 -0.0547 -1.3647
C: -2.1553 -3.9277 -0.1727
O: -2.8593 -4.7637 0.5543
H: -2.3613 -3.9747 -1.2267
H: -1.1033 -3.9727 0.0153
H: -2.3113 -2.8627 -0.2147
H: -2.6823 -5.5047 0.1153
C: 1.3947 3.5123 -1.7307
O: 1.9597 2.9663 -0.5707
H: 0.3137 3.6153 -1.5347
H: 1.5017 2.7033 -2.6327
H: 1.8087 4.4823 -2.0677
H: 1.3577 2.2533 -0.4647
C: 2.6787 -2.8987 1.1383
O: 3.2237 -1.8497 1.7963
H: 1.8087 -2.5327 0.3583
H: 2.1987 -3.5957 1.7223
H: 3.4777 -3.4557 0.5563
H: 2.6227 -1.2327 2.0583
C: -1.0323 -2.6587 3.1203
O: -0.9073 -1.2857 3.3333
H: -2.0573 -3.0587 3.5523
H: -0.2353 -3.2027 3.4393
H: -1.2173 -3.0547 2.2173
H: -0.2253 -1.0397 2.7033
C: 3.7517 2.8583 3.7263
C: 3.0627 2.0143 2.6043
C: 4.0947 1.1413 1.7943
O: 2.0947 1.0873 3.1503
H: 4.4337 2.4153 4.3253
H: 2.8937 3.2403 4.3033
H: 4.2757 3.4683 2.9993
H: 2.4777 2.5603 1.8273
H: 4.8247 1.7873 1.5733
H: 3.6597 0.6543 0.9493
H: 4.6987 0.4303 2.1793
H: 1.6307 0.7803 2.5483
C: -5.2203 0.1813 -0.5067
C: -4.2313 0.8973 0.4133
C: -5.1823 1.8023 1.3813
O: -3.5603 0.1463 1.2103
H: -4.7263 -0.7147 -0.6817
H: -5.5293 0.9593 -1.4027
H: -6.0853 -0.0137 0.0783
H: -3.5883 1.6093 -0.4637
H: -5.7923 2.5813 0.9503
H: -4.6673 2.6193 1.8153
H: -5.6633 1.1173 1.9303
H: -2.8233 -0.1837 0.7453
C: -1.3233 -0.8437 -3.5927
C: -0.4583 0.4943 -3.6477
C: -0.6743 1.3813 -4.7677
O: -0.8293 1.2063 -2.3817
H: -1.0493 -1.2787 -2.7427
H: -1.0483 -1.4477 -4.4237
H: -2.3683 -0.6247 -3.4387
H: 0.4707 0.1773 -3.3907
H: -1.6973 1.4793 -4.7007
H: -0.4873 1.0143 -5.6897
H: -0.3293 2.4403 -4.4787
H: -0.3113 0.7343 -1.7597

***

(4)
Entry from OMol25: a cluster of 10 separate species, C26H75N3O10 in total (ωB97M-V/def2-TZVPD).

The value obtained for the gap between HOMO and LUMO is 9.00 eV. The value obtained for the HOMO energy is -8.49 eV. As for the spin multiplicity: 1. As for the total charge: 0. Its relative energy (zero: lowest compared OMol25 entry of this formula, charge and spin) is 0.761 eV. As for the SMILES: COC[C@H](C)N.COC[C@H](C)N.COC[C@H](C)N.CCO.CCO.CCO.CCO.CCO.CCO.CCO. The calculation puts the LUMO energy at 0.0188 Eh.

Geometry (Å):
C: 3.9003 3.4163 -0.7513
O: 4.2295 2.0402 -0.8542
C: 5.5625 1.7537 -0.5149
C: 6.4599 1.7051 -1.7347
C: 6.1621 0.5092 -2.6312
N: 7.8790 1.6330 -1.2906
H: 3.9181 3.7398 0.2921
H: 2.8908 3.5322 -1.1453
H: 4.5443 4.0391 -1.3820
H: 5.9654 2.4848 0.2015
H: 5.6080 0.7882 0.0003
H: 6.3148 2.6139 -2.3394
H: 6.7961 0.5072 -3.5178
H: 5.1141 0.5003 -2.9288
H: 6.3733 -0.4022 -2.0638
H: 8.0657 2.4811 -0.7588
H: 8.4444 1.7543 -2.1273
C: -3.5333 -0.1257 2.9512
O: -3.7818 -1.2407 3.7772
C: -5.1443 -1.5678 4.0488
C: -5.6824 -2.5345 3.0237
C: -7.1201 -2.9026 3.2934
N: -4.8677 -3.7679 3.0562
H: -2.5497 0.2863 3.2047
H: -4.2312 0.7111 3.0255
H: -3.3659 -0.5053 1.9379
H: -5.0937 -2.0648 5.0239
H: -5.7463 -0.6635 4.1775
H: -5.6403 -2.0319 2.0429
H: -7.3784 -3.7861 2.7041
H: -7.8103 -2.1307 2.9444
H: -7.2839 -3.1363 4.3441
H: -5.0609 -4.2875 2.2088
H: -3.8877 -3.5089 3.0488
C: 0.7742 -1.1741 -2.2485
O: 0.0479 0.0263 -2.0518
C: 0.6770 0.8830 -1.1306
C: 1.0445 0.3435 0.2443
C: -0.2344 0.0189 1.0319
N: 1.8151 1.3082 0.9944
H: 1.8560 -1.0217 -2.2763
H: 0.4662 -1.5901 -3.2098
H: 0.4316 -1.8918 -1.4947
H: 1.5265 1.4055 -1.6081
H: -0.0089 1.7204 -0.9582
H: 1.6457 -0.5717 0.1899
H: -0.6054 0.9966 1.3462
H: 0.0614 -0.5697 1.9031
H: -0.9599 -0.5837 0.4879
H: 1.3360 2.1960 1.0902
H: 2.7226 1.4604 0.5734
C: -2.2993 -3.0644 -2.7746
C: -1.4246 -4.2542 -2.4409
O: -1.4686 -4.5518 -1.0379
H: -2.3597 -2.3402 -1.9619
H: -3.3201 -3.3548 -3.0330
H: -1.8938 -2.5220 -3.6338
H: -0.3827 -4.0720 -2.6929
H: -1.7572 -5.1315 -3.0028
H: -2.3412 -4.9095 -0.8495
C: 1.5190 -4.0486 0.2109
C: 2.9599 -3.6009 0.3268
O: 3.2901 -3.4354 1.6895
H: 1.2877 -5.1055 0.3602
H: 1.0751 -3.8308 -0.7613
H: 0.9462 -3.5037 0.9666
H: 3.0376 -2.6672 -0.2465
H: 3.6294 -4.3209 -0.1619
H: 4.0652 -2.8708 1.7487
C: 3.5119 -3.6169 -4.9470
C: 2.1705 -3.0750 -5.3329
O: 1.2318 -4.1562 -5.4837
H: 4.2395 -2.8412 -4.7306
H: 3.8660 -4.2625 -5.7540
H: 3.4047 -4.3241 -4.1171
H: 2.2882 -2.5821 -6.3114
H: 1.7025 -2.3219 -4.6999
H: 0.5864 -3.8856 -6.1411
C: -1.8290 4.0443 2.3711
C: -1.3726 5.4763 2.1955
O: -1.3791 5.8477 0.8129
H: -2.8645 3.9130 2.0322
H: -1.8875 3.7225 3.4145
H: -1.2075 3.3532 1.8009
H: -0.3596 5.6341 2.5583
H: -2.0424 6.1441 2.7454
H: -2.2475 6.1804 0.5731
C: -3.5253 1.0120 -0.6815
C: -4.6480 1.2308 -1.6431
O: -4.1491 1.9621 -2.7539
H: -3.8955 0.5410 0.2359
H: -3.1446 1.9757 -0.3307
H: -2.7015 0.3682 -0.9856
H: -5.4505 1.7915 -1.1471
H: -5.0976 0.2710 -1.9306
H: -4.8282 2.0475 -3.4273
C: -1.1865 4.0942 -2.5452
C: 0.2282 4.2112 -2.0157
O: 0.2099 4.0088 -0.5977
H: -1.2860 4.2671 -3.6181
H: -1.8351 4.8559 -2.0870
H: -1.6481 3.1546 -2.2394
H: 0.6579 5.2041 -2.1873
H: 0.8631 3.4592 -2.4822
H: -0.4605 4.6174 -0.2498
C: 1.2189 1.1786 5.9913
C: 0.8051 -0.2523 5.7596
O: -0.5914 -0.3827 6.0621
H: 0.6445 1.8796 5.3851
H: 2.2758 1.2937 5.7487
H: 1.0633 1.4360 7.0399
H: 1.3798 -0.8924 6.4407
H: 0.9884 -0.5866 4.7353
H: -0.9080 -1.2074 5.6817

***

Repeat the second record exactly.
Entry from OMol25: a cluster of 4 separate species, C12H25Cl in total (ωB97M-V/def2-TZVPD).

The value obtained for the gap between HOMO and LUMO is 10.66 eV. The value obtained for the HOMO energy is -10.17 eV. As for the spin multiplicity: 1. As for the total charge: 0. The calculation puts the LUMO energy at 0.0180 Eh.

Geometry (Å):
C: -3.9831 2.5347 0.6222
C: -4.4707 1.0783 0.2726
C: -3.2740 0.1270 0.1729
C: -2.3787 0.3346 -1.0975
C: -1.5454 -0.7951 -1.4472
C: -0.4101 -1.2037 -0.4438
C: 0.4521 -0.2527 0.1830
C: 1.3404 -0.7987 1.3090
C: 2.5868 -1.6745 0.8901
C: 3.4022 -1.4121 -0.3526
C: 4.3398 -0.2232 -0.1228
C: 3.8778 1.2801 -0.4596
H: -4.1078 2.5438 2.1338
H: -2.4835 2.6924 0.2183
H: -4.9825 3.3793 -0.1318
H: -5.0225 0.7713 1.1828
H: -5.1366 1.0215 -0.6827
H: -2.7066 0.0250 1.0581
H: -3.8533 -0.8265 0.0786
H: -2.9620 0.5179 -1.9216
H: -2.0239 1.3686 -0.9739
H: -1.2328 -0.6431 -2.6541
H: -2.2818 -1.5676 -1.5435
H: 0.1698 -2.0283 -0.7236
H: -1.0515 -1.5681 0.3634
H: -0.2185 0.4851 0.6687
H: 1.0884 0.1890 -0.5541
H: 0.8544 -1.5652 2.1225
H: 1.6322 0.0827 2.1697
H: 3.3571 -1.7235 1.7098
H: 2.2309 -2.6662 0.7641
H: 2.9398 -1.5317 -1.3829
H: 3.9837 -2.4062 -0.3707
H: 4.7660 -0.2662 0.8923
H: 5.2872 -0.4642 -0.5729
H: 3.4245 1.3398 -1.4094
H: 3.1526 1.5110 0.2050
Cl: 5.2396 2.3349 -0.1724

***

- Which formula does entry 3 have?
  C15H45O11